No. 1
Molecular formula: C5H10O
Method: DFT, wB97M-V/def2-TZVPD

Structure (XYZ):
```
16
Properties=species:S:1:pos:R:3:forces:R:3
C 1.99198 -0.33044 -0.33249 0.412 0.336 -0.337
C 1.05129 0.97377 -0.32063 0.366 -0.418 0.083
C 0.11789 0.30827 0.60435 -0.486 0.022 0.173
O 0.21693 0.39126 1.80955 -0.335 0.157 -0.114
C -0.86041 -0.61886 -0.07916 -0.174 -0.118 0.154
C -2.20788 -0.00649 0.25986 -0.281 -0.012 0.044
H 2.07360 -0.71310 -1.34904 0.312 0.163 -0.009
H 2.96381 -0.12180 0.10255 0.169 0.148 -0.207
H 1.60823 -1.18943 0.26252 0.015 0.811 -0.333
H 0.65525 1.17555 -1.32396 0.005 -0.278 0.322
H 1.37104 1.93856 0.10480 0.716 -0.769 -0.052
H -0.74384 -1.62056 0.33966 -0.191 0.031 0.036
H -0.67676 -0.66864 -1.16110 -0.059 0.013 0.301
H -2.29938 0.97099 -0.22862 -0.143 -0.145 0.087
H -3.04679 -0.63754 -0.02924 -0.024 0.060 -0.040
H -2.21494 0.14845 1.34095 -0.301 -0.001 -0.109
```
Forces are in eV/Å.

Computed properties:
E: -7393.8871 eV
Frontier orbital gap: 10.35 eV
LUMO: 1.02 eV
Relative energy (zero: lowest compared OMol25 entry of this formula, charge and spin): 20.3 kcal per mole
HOMO level: -9.33 eV
Maximum force: 1.05 eV/Å

=====

No. 2
Molecular formula: C6H12BrN4S
Method: DFT, wB97M-V/def2-TZVPD

Structure (XYZ):
```
24
Properties=species:S:1:pos:R:3:forces:R:3
C -1.13632 -2.45722 -1.72337 2.140 -0.659 -0.069
C -0.02550 -1.35926 -1.16007 0.092 -0.336 0.569
C 0.73137 -0.41048 -2.28206 -0.788 -0.547 -0.236
N 0.19273 -1.32570 0.19527 -2.571 -2.018 -3.737
N -0.06617 -0.11481 0.76243 3.982 4.392 1.319
C -1.28787 0.66755 0.32350 -1.381 2.584 1.250
C -1.24122 2.03621 1.26082 1.265 0.103 -2.541
Br -2.79939 2.39139 2.46539 1.470 -0.668 -0.593
N 0.17457 1.98928 1.86968 0.955 -1.101 -2.124
C 0.92035 0.72582 1.45021 -4.354 2.949 -0.351
N 2.23103 0.70964 1.81051 -3.170 -1.846 -1.038
S 3.18016 -0.66853 1.33889 1.516 -0.626 -0.541
H -1.36105 -3.27979 -0.90519 0.338 2.019 -1.620
H -2.09050 -1.86661 -2.06109 1.888 -0.966 0.810
H -0.67108 -3.00405 -2.66459 -1.148 1.184 1.839
H 0.22821 0.64281 -2.37300 1.133 -1.889 0.164
H 0.59474 -0.96528 -3.32080 0.188 1.249 2.240
H 1.89815 -0.34479 -2.08789 -2.609 -0.030 -0.019
H -2.33171 0.19344 0.55733 2.414 0.119 -0.585
H -1.27094 1.12806 -0.76254 0.303 -1.636 1.957
H -1.33444 2.92009 0.47839 0.432 -1.701 2.025
H 0.75737 2.77970 1.46223 -1.117 -1.026 0.983
H 2.65168 1.50579 2.33921 -0.649 -1.222 -0.321
H 2.46801 -1.87626 1.41726 -0.329 1.670 0.622
```
Forces are in eV/Å.

Computed properties:
E: -93241.5662 eV
Frontier orbital gap: 7.91 eV
LUMO: -4.31 eV
HOMO level: -12.22 eV
Net charge: +1
Maximum force: 6.07 eV/Å

=====

No. 3
Molecular formula: C22H30BF9N3O11
Method: DFT, wB97M-V/def2-TZVPD

Structure (XYZ):
```
76
Properties=species:S:1:pos:R:3:forces:R:3
O 2.17026 -1.07735 0.11804 -0.240 -4.547 1.659
C 2.02159 -2.26657 0.43620 -0.155 2.133 -1.905
F 1.75129 -3.21016 -0.60997 0.713 1.762 3.423
N 2.13017 -2.83043 1.77249 -0.997 2.010 -1.756
C 2.51720 -1.82341 2.77832 4.127 -0.466 2.775
O 3.53876 -2.08430 3.47253 -4.549 1.338 -2.784
C 1.74205 -0.47256 3.10414 -4.140 1.997 0.725
C 0.24499 -0.53798 3.60724 1.065 3.065 -0.089
C -0.58435 -1.89170 3.77395 -0.966 0.693 -0.254
C -2.17117 -1.55125 3.63607 0.588 -1.203 0.112
O -2.42693 -0.91762 2.33926 -0.847 -1.092 1.575
C -3.73753 -1.27045 1.84675 -1.075 0.197 -1.301
C -4.62054 0.03239 1.42627 1.582 -2.271 -0.863
F -3.80603 0.79447 0.54146 -2.245 -0.990 1.994
F -5.73434 -0.51405 0.69319 2.305 1.838 1.920
C -5.05942 0.82417 2.74594 -0.844 0.404 1.521
F -3.91744 1.29134 3.50004 -2.228 -1.116 -1.924
F -5.76280 -0.03714 3.66128 1.854 1.536 -2.605
C -5.99256 2.10833 2.51097 -1.566 0.638 1.472
F -6.88396 2.00939 1.41649 2.261 -0.153 2.141
F -6.82107 2.21679 3.68726 1.865 -0.125 -2.720
C -5.22197 3.50763 2.37909 -0.366 2.355 -0.350
F -5.01544 4.15054 3.65102 0.066 -2.018 -2.710
F -4.01056 3.45408 1.63793 -2.193 -0.378 1.906
C -0.42908 0.85104 3.93905 5.083 -0.918 -1.834
C 0.51140 2.09686 3.68015 -0.676 -2.690 0.371
N 1.84880 2.02706 3.22514 -4.051 -1.101 1.180
N 2.33306 0.82426 2.96700 0.377 -3.859 -0.321
C 3.75930 0.81448 2.43519 1.225 0.932 0.078
B 4.10977 2.35560 1.93432 -0.368 2.000 -0.797
O 3.51387 2.75446 0.66283 2.250 -1.166 1.833
O 4.90994 3.27858 2.70078 -2.546 -1.498 -0.562
H 1.31044 -3.39100 2.04642 0.742 -0.048 -0.299
H -0.42225 -2.41776 4.78538 -0.054 1.091 -1.403
H -0.37591 -2.67662 2.96787 -0.039 1.382 0.986
H -2.54051 -0.92456 4.51645 0.434 -0.712 -1.229
H -2.69113 -2.58536 3.68585 0.725 1.737 -0.041
H -3.60517 -1.86328 0.86131 -0.345 0.922 1.596
H -4.39083 -1.84933 2.58837 1.129 0.717 -0.984
H -5.92235 4.22199 1.80051 1.128 -1.273 0.919
H -1.49276 0.95342 4.33030 1.699 -0.071 -0.756
H 0.06398 3.12987 3.91229 1.158 -1.701 -0.576
H 3.86775 0.14416 1.51663 -0.496 0.654 1.505
H 4.50734 0.54760 3.26337 -1.438 -0.028 -1.083
H 4.10305 2.49411 -0.08134 -0.746 0.360 0.372
H 4.42921 3.53208 3.53106 0.937 -0.424 -0.857
C -4.46836 -0.42117 -3.53051 0.200 0.079 0.223
C -4.21299 -1.69935 -4.30786 -0.677 0.257 0.109
O -2.80980 -1.90264 -4.51585 0.464 -0.421 0.341
C -2.12934 -2.37574 -3.46090 -0.162 0.321 -0.254
O -2.59401 -2.64839 -2.37740 0.246 0.030 -0.331
O -0.83392 -2.46959 -3.80602 -0.480 -0.067 0.095
C 0.01649 -2.87436 -2.73663 0.276 -0.084 0.131
H -3.98180 0.42780 -4.01672 -0.131 -0.068 -0.094
H -5.53975 -0.22222 -3.45568 0.075 -0.034 -0.058
H -4.06037 -0.48535 -2.51907 -0.098 -0.090 -0.055
H -4.66804 -1.61797 -5.29774 0.355 -0.082 0.001
H -4.66198 -2.56730 -3.81706 0.235 0.069 0.047
H -0.34010 -3.79623 -2.27308 -0.074 0.170 0.005
H 0.08808 -2.07397 -1.99708 -0.126 -0.113 -0.036
H 1.01053 -3.05733 -3.14642 -0.224 0.129 -0.192
C 3.35797 -0.01942 -3.09619 -0.123 0.236 -0.153
C 4.84230 -0.25935 -2.89015 -0.464 -0.101 0.316
O 5.55860 -0.13224 -4.12131 0.317 0.286 -0.045
C 5.78963 1.12787 -4.52838 -0.094 0.007 -0.261
O 5.45856 2.13412 -3.94611 0.185 -0.447 -0.116
O 6.42867 1.07567 -5.70724 -0.220 -0.114 0.618
C 6.65310 2.35449 -6.30024 0.152 0.434 -0.339
H 2.96941 -0.66913 -3.88419 0.062 -0.077 0.124
H 2.80436 -0.20877 -2.17378 0.059 -0.032 -0.064
H 3.16296 1.00928 -3.40755 0.084 -0.053 0.099
H 4.99836 -1.28305 -2.54042 0.195 0.065 -0.284
H 5.25795 0.40814 -2.12931 0.024 0.089 -0.219
H 7.15524 3.03180 -5.60714 -0.189 -0.082 0.006
H 5.70448 2.78008 -6.63499 0.097 0.043 0.160
H 7.29570 2.21251 -7.16990 -0.106 -0.263 0.166
```
Forces are in eV/Å.

Computed properties:
E: -75415.5347 eV
Frontier orbital gap: 7.11 eV
LUMO: -5.42 eV
HOMO level: -12.53 eV
Net charge: +1
Maximum force: 5.50 eV/Å

=====

No. 4
Molecular formula: C36H34ClF4N2PPd
Method: DFT, wB97M-V/def2-TZVPD

Structure (XYZ):
```
79
Properties=species:S:1:pos:R:3:forces:R:3
Pd 0.22082 -0.06726 0.21404 -0.769 -0.283 0.434
C -2.60775 0.31563 -3.61937 1.680 1.171 -0.297
C -1.37152 -1.02900 -0.98092 1.646 -0.096 1.136
N -0.87617 -2.14576 -0.70452 -1.080 -0.535 -1.428
C -1.78450 -3.28085 -0.27397 0.080 -0.427 0.276
C -3.19564 -3.16621 -0.82605 0.035 0.119 -0.044
C 0.43216 -2.46020 -1.41614 0.773 0.001 0.105
C 1.53275 -2.71618 -0.40502 0.200 0.339 0.692
N 1.45739 -1.71795 0.64831 -0.873 0.351 -0.691
C 2.11449 -1.92914 1.82999 0.097 0.146 0.354
C 1.69705 -1.23786 2.97756 -0.029 -0.348 -0.010
F 0.58240 -0.46929 2.88959 -0.111 -0.017 0.017
C 2.30287 -1.39470 4.20284 0.035 0.054 -0.028
F 1.81238 -0.73359 5.25312 -0.025 0.050 -0.022
C 3.38388 -2.23631 4.35451 0.118 -0.028 0.140
C 3.82393 -2.92695 3.24472 -0.132 -0.019 0.022
F 4.87471 -3.73416 3.34081 -0.002 -0.037 -0.031
C 3.19921 -2.79968 2.01730 0.039 0.255 -0.103
F 3.69642 -3.47769 0.96865 0.063 -0.011 -0.022
H -1.44629 1.27630 -2.08435 0.416 -0.649 -0.104
H -3.09038 0.95873 -4.34159 -0.905 -0.569 0.091
H -2.09715 -0.60701 -3.85336 0.079 -0.004 0.144
H -4.00141 0.00132 -1.76924 -0.139 0.421 0.126
H -3.00364 0.71244 -0.50774 0.821 -0.186 0.255
H -1.77316 -3.30141 0.81463 0.106 0.183 -0.001
H -1.29393 -4.18786 -0.62273 0.053 0.024 0.022
H -3.84639 -3.82748 -0.25700 0.022 -0.055 -0.039
H -3.24289 -3.45571 -1.87509 0.027 0.043 -0.009
H -3.59252 -2.15450 -0.72165 -0.047 -0.019 0.103
H 0.68987 -1.58519 -2.01215 -0.139 0.025 -0.012
H 0.24118 -3.29940 -2.08382 -0.115 -0.026 0.071
H 2.48695 -2.66809 -0.93890 -0.133 -0.149 -0.288
H 1.44679 -3.72262 0.01586 -0.008 0.003 0.029
H 3.86704 -2.35886 5.31306 0.004 0.007 -0.003
Cl -2.77320 0.63474 -1.97544 -3.643 -0.407 -1.098
C -3.44263 2.34621 -1.98602 0.206 0.237 0.952
C -4.60850 2.79270 -2.53088 0.442 -0.111 -1.063
C -4.52915 4.14512 -2.90994 0.124 0.167 0.205
C -3.37456 4.88619 -2.67225 -0.115 -0.089 -0.090
C -2.33362 4.39363 -1.87243 -0.787 0.374 0.999
C -2.50234 3.13163 -1.32074 0.747 -1.387 -1.236
P -1.53618 2.12103 -0.08175 0.752 1.498 1.481
C -0.49605 3.47424 0.55070 -0.117 0.544 -0.605
C -0.81450 4.13614 1.73044 0.000 -0.117 0.082
C -0.19645 5.34199 2.03622 0.070 -0.002 0.012
C 0.73331 5.89204 1.16754 -0.017 -0.020 -0.003
C 1.05644 5.23214 -0.01362 0.038 -0.004 0.032
C 0.44073 4.03309 -0.32286 0.047 -0.099 0.010
C -2.72058 1.87241 1.27979 -0.298 -0.027 -0.081
C -3.88910 2.62994 1.38796 0.055 0.065 0.060
C -4.84936 2.29119 2.33001 0.027 0.022 0.055
C -4.64374 1.21546 3.18389 -0.004 -0.004 -0.050
C -3.46455 0.48498 3.10863 0.040 0.063 0.070
C -2.50808 0.80952 2.15964 0.072 -0.001 0.029
H -5.44393 2.16200 -2.80196 0.080 -0.039 -0.176
H -5.34945 4.58102 -3.46349 -0.052 0.034 0.098
H -3.29117 5.88503 -3.07782 -0.031 -0.003 -0.020
H -1.50918 5.03042 -1.58104 -0.036 0.018 0.085
H -1.52449 3.71356 2.42959 -0.063 0.042 -0.043
H -0.45579 5.85636 2.95183 0.023 -0.020 0.018
H 1.20426 6.83641 1.40537 0.005 -0.003 0.005
H 1.78016 5.65853 -0.69561 0.017 -0.014 0.010
H 0.69870 3.52421 -1.24620 -0.021 0.012 -0.009
H -4.03826 3.50317 0.76429 -0.045 -0.053 -0.069
H -5.75313 2.88067 2.40725 0.000 -0.002 0.008
H -5.39560 0.95455 3.91619 -0.002 0.002 0.001
H -3.28566 -0.33169 3.79535 0.008 0.007 0.006
H -1.57537 0.25093 2.13459 -0.067 -0.085 -0.081
C 3.70106 2.93738 1.17929 0.002 -0.016 0.045
C 3.66162 2.26070 -0.03021 -0.060 0.046 -0.078
C 2.59401 1.41519 -0.32166 0.055 0.140 0.039
C 1.58938 1.29288 0.61782 0.733 -0.239 -0.616
C 1.58993 1.96135 1.82516 -0.064 -0.206 0.088
C 2.67484 2.78623 2.10183 0.013 0.063 -0.064
H 4.53929 3.58158 1.40825 -0.001 0.001 0.005
H 4.45909 2.37934 -0.75186 0.013 -0.020 0.012
H 2.56445 0.88575 -1.26553 0.037 -0.058 0.038
H 0.78511 1.86735 2.53925 0.041 -0.034 0.045
H 2.70163 3.32039 3.04271 -0.009 -0.010 0.007
```
Forces are in eV/Å.

Computed properties:
E: -76989.9417 eV
Frontier orbital gap (alpha / beta): 4.32 / 4.30 eV
LUMO (alpha / beta): -8.11 / -8.13 eV
Relative energy (zero: lowest compared OMol25 entry of this formula, charge and spin): 421.6 kcal per mole
HOMO level (alpha / beta): -12.43 / -12.42 eV
Net charge: +2
Maximum force: 3.83 eV/Å